One molecule with the formula C6H8 in a non-equilibrium geometry, computed with ωB97M-V with the def2-TZVPD basis set.

Structure (XYZ):
```
14
Properties=species:S:1:pos:R:3:mulliken_charge:R:1
C -0.7234 0.8911 0.0313 0.58
C -1.7845 1.3878 0.6346 -0.91
C 1.0122 0.2030 -1.2710 -0.50
C 0.7096 1.2406 -0.2316 -0.58
C -0.0637 -0.4066 -0.3689 0.26
C 0.2130 -1.6319 0.3761 -1.09
H -2.6109 0.7684 0.7064 0.33
H -1.6769 2.3633 0.8959 0.34
H 0.6521 0.4686 -2.1886 0.23
H 1.9077 -0.4643 -1.2737 0.30
H 1.4337 1.4011 0.6500 0.19
H -0.3610 -2.5247 0.1281 0.31
H 0.0398 -1.6282 1.5894 0.25
H 1.2524 -2.0680 0.3220 0.30
```

Multiplicity: 3
⟨S²⟩: 2.03
LUMO (spin up / spin down): 1.169 / -1.208 eV
DFT total energy: -6344.6331 eV
Relative energy (zero: lowest compared OMol25 entry of this formula, charge and spin): 2.3392 eV